Entry from OMol25: a cluster of 15 separate species, C45H90Cl10O28 in total in a non-equilibrium geometry (ωB97M-V/def2-TZVPD).

Each line ends with the Mulliken charge.
Geometry (Å):
C1 17.15 5.84 -2.96  0.29
Cl1 18.18 7.27 -3.37  -0.18
Cl2 16.46 6.05 -1.33  -0.13
H1 16.27 5.87 -3.60  0.39
H2 17.67 4.88 -3.05  -0.45
C2 16.18 -2.09 0.99  0.13
Cl3 14.71 -1.60 1.97  -0.19
Cl4 16.00 -1.58 -0.69  -0.16
H3 16.99 -1.51 1.42  -0.24
H4 16.25 -3.17 1.13  0.41
C3 21.93 0.38 -2.54  0.35
Cl5 20.33 -0.41 -2.52  -0.18
Cl6 22.73 0.73 -0.92  -0.09
H5 22.64 -0.16 -3.16  0.65
H6 21.87 1.28 -3.16  -0.77
C4 17.95 2.31 4.25  0.23
Cl7 16.32 3.06 4.28  -0.09
Cl8 17.76 0.60 3.83  -0.14
H7 18.64 2.79 3.56  -0.49
H8 18.38 2.35 5.25  0.52
C5 24.36 8.12 -0.94  -0.20
Cl9 25.64 9.17 -1.60  -0.17
Cl10 24.55 6.39 -1.39  0.01
H9 24.48 8.07 0.14  0.23
H10 23.39 8.52 -1.24  0.13
C6 22.14 5.12 -4.09  -0.75
C7 23.01 3.84 -3.84  0.64
O1 24.41 4.10 -4.05  -0.28
C8 25.25 3.14 -3.69  0.71
O2 25.05 1.95 -3.48  -0.55
O3 26.54 3.62 -3.70  -0.35
C9 26.95 4.93 -4.15  -0.46
H11 21.07 4.95 -4.07  -0.12
H12 22.35 5.43 -5.12  0.46
H13 22.36 5.86 -3.33  0.11
H14 22.53 3.00 -4.33  0.43
H15 22.95 3.59 -2.78  -0.41
H16 26.78 5.07 -5.22  0.28
H17 27.97 5.18 -3.86  0.28
H18 26.36 5.73 -3.69  0.11
C10 16.80 9.91 5.73  -1.22
C11 17.71 8.77 5.96  -0.10
O4 17.22 7.66 5.29  -0.36
C12 17.35 7.51 4.05  0.80
O5 17.92 8.22 3.21  -0.58
O6 16.74 6.32 3.75  -0.33
C13 16.61 5.91 2.36  -0.24
H19 16.72 10.15 4.67  0.31
H20 17.19 10.77 6.28  0.39
H21 15.76 9.75 6.03  0.32
H22 17.83 8.58 7.02  0.38
H23 18.69 9.02 5.54  0.21
H24 15.57 5.69 2.14  0.12
H25 17.30 5.11 2.07  0.18
H26 16.77 6.77 1.71  0.13
C14 17.05 1.97 0.19  0.07
C15 18.36 1.32 -0.03  1.53
O7 19.43 2.14 0.33  0.04
C16 19.78 3.23 -0.40  -0.23
O8 19.15 3.66 -1.39  -0.34
O9 20.83 3.79 0.24  0.26
C17 21.57 4.85 -0.38  0.10
H27 16.93 2.82 -0.48  -0.21
H28 16.91 2.39 1.19  -0.40
H29 16.14 1.39 0.07  0.10
H30 18.38 0.97 -1.06  -0.36
H31 18.49 0.47 0.64  -0.70
H32 21.85 5.63 0.33  0.31
H33 20.97 5.31 -1.16  0.11
H34 22.45 4.53 -0.94  -0.38
C18 10.11 5.97 -0.14  -1.13
C19 11.18 5.91 0.94  -0.30
O10 11.58 4.54 1.00  -0.28
C20 12.56 4.05 1.76  0.81
O11 13.26 4.64 2.60  -0.68
O12 12.59 2.79 1.58  -0.41
C21 13.53 1.95 2.26  -0.05
H35 9.26 5.41 0.24  0.32
H36 10.54 5.46 -1.00  0.23
H37 9.85 7.01 -0.35  0.35
H38 10.72 6.19 1.88  0.37
H39 12.10 6.49 0.88  0.32
H40 13.39 1.97 3.34  0.40
H41 14.53 2.17 1.87  -0.04
H42 13.33 0.91 2.00  0.01
C22 19.04 5.09 -8.08  -1.36
C23 19.61 4.24 -7.00  0.27
O13 18.42 3.76 -6.32  -0.27
C24 18.60 2.98 -5.24  0.66
O14 19.66 2.78 -4.61  -0.49
O15 17.36 2.57 -4.89  -0.37
C25 17.23 1.65 -3.83  -0.24
H43 18.52 5.98 -7.74  0.31
H44 18.33 4.54 -8.70  0.33
H45 19.95 5.22 -8.68  0.39
H46 20.28 4.80 -6.36  -0.04
H47 20.14 3.43 -7.49  0.32
H48 17.20 2.20 -2.89  -0.11
H49 18.08 0.98 -3.72  0.35
H50 16.29 1.10 -3.92  0.29
C26 21.98 0.89 2.51  -0.39
C27 21.82 1.75 3.78  -0.42
O16 22.08 3.10 3.48  0.04
C28 21.37 4.10 4.14  0.59
O17 20.43 3.88 4.86  -0.60
O18 21.94 5.28 3.82  -0.17
C29 21.40 6.48 4.25  -0.64
H51 22.96 1.08 2.06  0.26
H52 21.35 1.21 1.68  -0.24
H53 21.76 -0.16 2.65  0.40
H54 22.57 1.39 4.48  0.18
H55 20.86 1.59 4.27  0.39
H56 20.41 6.47 4.70  0.34
H57 21.46 7.18 3.42  0.01
H58 21.98 6.95 5.05  0.32
C30 23.10 11.37 0.53  -1.10
C31 22.27 10.59 1.57  -0.15
O19 21.07 10.15 0.93  -0.35
C32 20.77 8.86 0.88  0.79
O20 21.54 7.93 1.18  -0.58
O21 19.54 8.86 0.45  -0.54
C33 18.79 7.65 0.26  0.08
H59 23.35 10.77 -0.35  0.21
H60 24.06 11.73 0.92  0.36
H61 22.55 12.25 0.21  0.33
H62 21.97 11.42 2.23  0.31
H63 22.85 9.83 2.08  0.27
H64 18.91 7.00 1.13  0.14
H65 19.11 7.29 -0.72  -0.07
H66 17.75 7.95 0.18  0.29
C34 24.41 3.70 1.09  0.45
C35 25.59 4.36 1.86  -0.56
O22 25.52 3.98 3.21  -0.25
C36 26.06 2.76 3.53  0.71
O23 26.79 2.07 2.89  -0.55
O24 25.65 2.61 4.84  -0.28
C37 26.05 1.51 5.67  -0.74
H67 24.29 2.63 1.30  0.00
H68 24.58 3.74 0.01  -0.05
H69 23.47 4.21 1.31  -0.27
H70 25.52 5.44 1.74  0.27
H71 26.51 4.04 1.39  0.39
H72 25.18 0.86 5.77  0.26
H73 26.32 1.88 6.66  0.27
H74 26.86 0.86 5.33  0.35
O25 14.50 3.63 -3.87  -0.60
C38 13.82 3.63 -2.84  0.75
O26 13.60 2.60 -1.96  -0.14
C39 13.88 1.25 -2.29  0.58
C40 13.04 0.38 -1.41  -1.17
C41 13.30 5.00 -2.37  -0.34
H75 14.93 0.97 -2.17  -0.55
H76 13.67 1.06 -3.34  0.52
H77 13.00 0.76 -0.39  0.02
H78 13.49 -0.62 -1.41  0.36
H79 12.04 0.28 -1.84  0.41
H80 12.25 4.97 -2.07  -0.13
H81 13.41 5.65 -3.23  0.35
H82 13.89 5.38 -1.53  0.07
O27 19.09 -3.67 1.63  -0.59
C42 20.19 -3.50 1.05  0.39
O28 21.06 -4.52 0.59  -0.33
C43 20.77 -5.84 1.01  -0.30
C44 19.67 -6.50 0.19  -1.03
C45 20.63 -2.14 0.53  0.12
H83 20.53 -5.76 2.07  0.31
H84 21.71 -6.40 1.01  0.37
H85 19.70 -7.56 0.45  0.37
H86 19.81 -6.36 -0.88  0.29
H87 18.68 -6.21 0.52  0.27
H88 19.82 -1.42 0.61  -0.22
H89 21.03 -2.20 -0.48  0.25
H90 21.43 -1.78 1.19  0.17

Output
* M: 1433.72 g/mol
* HOMO-LUMO gap: 10.8936 eV
* highest occupied orbital energy: -10.43 eV
* E_tot: -8477.2564 Ha